[1]
Below is an isolated molecule of C25H32N6OS at a distorted geometry, with properties calculated with ωB97M-V/def2-TZVPD.

The geometry in XYZ format:
```
65
Properties=species:S:1:pos:R:3:forces:R:3
C 2.751 8.913 -1.126 0.15 -0.20 -0.06
H 2.005 8.794 -0.346 -0.12 0.06 0.09
H 3.420 9.721 -0.835 0.02 0.12 0.05
H 2.242 9.204 -2.042 -0.09 0.07 -0.07
C 3.544 7.627 -1.349 0.04 -0.01 -0.04
C 2.653 6.464 -1.796 -0.05 0.10 0.10
C 1.796 5.930 -0.654 0.03 -0.09 -0.33
N 2.639 5.503 0.448 -0.06 0.05 0.13
C 1.871 4.818 1.473 0.10 0.03 0.05
C 1.353 3.500 0.966 -0.14 0.00 0.09
C 2.203 2.649 0.268 -0.10 -0.04 0.04
C 1.751 1.435 -0.204 -0.08 -0.03 0.02
C 0.432 1.039 0.016 -0.03 0.30 0.19
C -0.423 1.883 0.715 -0.22 -0.17 0.00
C 0.042 3.101 1.178 0.32 0.06 -0.05
H -0.635 3.750 1.715 -0.07 0.09 0.04
H -1.444 1.588 0.886 -0.02 -0.02 -0.01
N 0.036 -0.207 -0.490 0.43 -0.01 -0.14
C -1.181 -0.813 -0.428 0.26 -0.46 -0.46
O -2.160 -0.332 0.099 -0.25 0.20 0.15
C -1.166 -2.195 -1.089 -0.16 -0.06 -0.06
C -0.496 -3.212 -0.149 -0.04 0.04 0.14
H 0.469 -2.841 0.202 0.06 -0.04 -0.03
C -1.404 -3.497 1.051 0.36 -0.07 -0.08
N -2.681 -3.991 0.599 0.01 0.46 0.30
C -2.896 -5.299 0.395 0.30 -0.94 0.38
N -3.873 -5.789 -0.296 -0.07 1.62 -0.26
N -3.945 -7.113 -0.276 -0.03 -1.87 0.08
C -3.031 -7.688 0.414 0.33 1.60 0.16
N -2.907 -9.036 0.574 -0.03 -0.81 0.00
C -1.949 -9.689 1.304 0.33 -0.14 0.25
C -2.175 -11.028 1.208 0.12 0.06 0.08
C -3.316 -11.204 0.387 -0.08 0.06 -0.06
C -3.744 -9.967 0.013 -0.29 -0.22 -0.20
H -4.564 -9.650 -0.598 -0.13 0.07 -0.10
H -3.760 -12.139 0.112 -0.13 -0.13 -0.09
H -1.597 -11.804 1.669 0.15 -0.08 0.11
H -1.190 -9.143 1.830 0.12 0.07 0.09
S -1.894 -6.550 1.171 -0.71 -0.06 -0.54
C -3.399 -3.034 -0.221 -0.36 0.20 -0.28
H -4.349 -3.480 -0.513 0.06 0.09 0.05
C -2.578 -2.667 -1.458 0.01 0.15 0.19
H -3.096 -1.879 -2.005 -0.02 -0.02 -0.07
H -2.501 -3.544 -2.105 0.00 0.01 -0.04
H -3.576 -2.141 0.381 -0.05 -0.14 -0.07
H -0.942 -4.229 1.717 -0.02 0.14 0.05
H -1.582 -2.575 1.611 0.04 -0.10 0.08
H -0.326 -4.144 -0.694 0.04 -0.01 0.01
H -0.574 -2.121 -2.009 -0.02 0.02 0.10
H 0.772 -0.704 -0.974 -0.24 -0.01 0.05
H 2.421 0.784 -0.748 0.08 -0.07 -0.06
H 3.221 2.960 0.091 0.12 0.03 -0.05
H 1.031 5.434 1.843 0.07 -0.05 0.01
H 2.542 4.629 2.319 -0.07 0.11 -0.01
C 3.386 6.628 0.977 0.30 0.03 0.00
C 4.311 7.192 -0.097 -0.13 0.07 0.02
H 4.873 8.033 0.314 0.07 0.02 0.00
H 5.021 6.410 -0.376 0.07 -0.02 0.05
H 3.988 6.275 1.819 -0.08 0.06 0.00
H 2.714 7.420 1.355 0.00 -0.05 0.04
H 1.226 5.065 -1.001 -0.03 0.12 0.01
H 1.072 6.699 -0.328 -0.02 -0.06 0.04
H 2.007 6.777 -2.618 -0.01 -0.01 -0.07
H 3.289 5.651 -2.151 -0.02 -0.06 -0.06
H 4.272 7.826 -2.144 -0.05 -0.04 0.06
```
Forces are in eV/Å.

## Properties
HOMO-LUMO gap = 8.24 eV
highest occupied orbital energy = -7.82 eV
SMILES string = CC1CCN(Cc2ccc(NC(=O)C3CCN(c4nnc(-n5cccc5)s4)CC3)cc2)CC1
LUMO level = 0.42 eV


[2]
Below is C25H33AuBN4O4P as an isolated structure at a distorted geometry, with properties calculated with ωB97M-V/def2-TZVPD.

The geometry in XYZ format:
```
69
Properties=species:S:1:pos:R:3:forces:R:3
Au 0.259 -0.610 -0.365 -1.98 2.17 0.14
C -0.252 2.599 3.753 -0.28 -0.15 -0.13
O -1.220 1.753 3.067 -0.07 0.31 0.54
C -0.906 1.197 1.934 0.25 -0.09 -0.32
O 0.148 1.300 1.326 -0.23 -0.31 0.67
N -1.985 0.467 1.478 0.34 0.37 -0.71
N -1.762 -0.528 0.513 -0.05 0.73 -0.69
H -0.586 3.623 3.655 -0.03 0.16 -0.03
H 0.734 2.466 3.336 0.18 -0.07 -0.12
H -0.283 2.291 4.789 0.02 0.00 0.11
H -2.768 0.345 2.099 -0.04 -0.22 0.12
H -2.314 -0.362 -0.326 -0.15 0.25 -0.03
H -2.005 -1.424 0.930 -0.17 0.09 -0.15
N 1.677 1.505 -2.468 1.04 -1.09 -0.49
P 0.205 1.838 -1.740 -0.39 -1.61 1.55
C -1.140 1.408 -2.817 -0.51 0.41 -0.83
C -2.401 2.016 -2.652 0.21 -0.23 -0.25
C -3.455 1.638 -3.478 0.13 -0.19 0.03
C -3.263 0.652 -4.445 -0.06 0.03 0.01
C -2.023 0.038 -4.591 -0.16 -0.08 0.05
C -0.963 0.402 -3.774 -0.13 0.21 0.01
C 0.263 3.600 -1.511 -0.02 0.45 0.05
C -0.068 4.428 -2.596 0.13 0.13 0.26
C 0.046 5.806 -2.459 -0.01 -0.06 0.12
C 0.470 6.355 -1.250 -0.05 0.03 -0.19
C 0.802 5.536 -0.180 0.01 -0.07 0.08
C 0.701 4.157 -0.300 -0.01 -0.10 -0.19
C 2.263 0.227 -2.559 -1.30 1.63 0.59
C 3.403 0.027 -3.307 0.53 -0.39 -0.40
C 3.880 -1.259 -3.461 0.30 0.31 -0.20
C 3.210 -2.328 -2.877 0.02 -0.30 -0.01
C 2.109 -2.057 -2.120 -0.08 0.25 0.20
N 1.634 -0.786 -1.936 0.84 -1.56 0.60
H 2.243 2.291 -2.736 0.22 0.06 -0.39
H -2.552 2.804 -1.919 0.10 -0.07 -0.07
H -4.422 2.119 -3.377 0.10 -0.05 0.00
H -4.086 0.364 -5.092 0.12 0.06 0.08
H -1.880 -0.729 -5.344 -0.04 0.08 0.04
H 0.004 -0.076 -3.905 -0.14 0.11 -0.04
H -0.402 4.006 -3.537 -0.01 -0.01 0.07
H -0.202 6.448 -3.295 0.01 -0.01 0.05
H 0.545 7.432 -1.147 0.00 -0.11 -0.02
H 1.142 5.974 0.753 -0.04 -0.05 -0.11
H 0.975 3.516 0.535 -0.09 0.04 -0.16
H 3.891 0.869 -3.783 -0.08 -0.06 0.03
H 4.776 -1.431 -4.050 -0.10 0.03 0.06
H 3.550 -3.352 -2.991 -0.05 0.19 0.00
H 1.575 -2.843 -1.604 0.00 0.06 -0.03
C 1.742 -4.211 3.258 0.32 -0.18 0.26
C 0.484 -3.852 2.517 -0.17 0.26 0.03
C -0.230 -5.089 2.037 -0.26 -0.27 -0.09
O 0.888 -3.117 1.292 -0.44 0.78 -0.01
B 0.091 -2.036 1.223 1.10 -0.92 -0.13
O -0.792 -1.796 2.238 1.11 -1.20 0.12
C -0.440 -2.817 3.288 0.36 -0.05 -0.25
C 0.272 -2.047 4.372 0.18 0.26 0.20
C -1.727 -3.400 3.785 -0.41 -0.13 0.23
H 2.287 -4.980 2.709 -0.03 0.07 0.03
H 1.503 -4.613 4.248 0.03 0.03 -0.15
H 2.397 -3.350 3.380 -0.03 -0.03 0.05
H 0.460 -5.694 1.448 -0.04 0.03 0.02
H -1.091 -4.849 1.407 0.04 -0.01 0.05
H -0.578 -5.692 2.879 0.06 0.05 -0.10
H 1.177 -1.558 4.002 -0.09 -0.05 0.01
H 0.555 -2.698 5.201 -0.06 0.04 -0.08
H -0.400 -1.280 4.763 0.04 -0.04 -0.01
H -2.310 -3.852 2.983 0.00 0.01 0.06
H -2.323 -2.615 4.255 -0.01 -0.05 0.00
H -1.537 -4.166 4.545 0.01 0.12 -0.13
```
Forces are in eV/Å.

## Properties
charge = +2
HOMO-LUMO gap (alpha / beta) = 5.92 / 5.92 eV
energy relative to the best compared isomer or geometry (same formula, charge and spin) = 72.3 kcal per mole
highest occupied orbital energy (alpha / beta) = -13.37 / -13.37 eV
LUMO level (alpha / beta) = -7.45 / -7.45 eV


[3]
Below is C25H33BrMnN7O2S2 as an isolated structure, with properties calculated with ωB97M-V/def2-TZVPD.

The geometry in XYZ format:
```
71
Properties=species:S:1:pos:R:3:forces:R:3
Mn 0.300 0.641 1.987 -0.14 0.11 -0.28
N 1.606 3.616 4.989 0.06 -0.01 -0.07
C 1.297 2.498 4.223 -0.07 0.16 0.37
S 1.679 2.615 2.538 0.03 -0.03 -0.02
N 0.740 1.536 4.897 -0.05 -0.33 -0.31
N 0.358 0.441 4.114 0.10 -0.21 0.67
C 0.315 -0.669 4.765 -0.09 0.13 -0.32
C -0.006 -1.992 4.227 0.12 0.53 0.15
C 0.035 -3.051 5.141 -0.02 -0.15 0.03
C -0.222 -4.356 4.774 0.01 0.12 -0.08
C -0.544 -4.609 3.438 -0.01 -0.10 0.03
C -0.592 -3.591 2.514 0.01 0.19 -0.01
C -0.310 -2.242 2.861 -0.06 -0.17 -0.05
O -0.337 -1.324 1.942 0.23 -0.11 0.11
H 2.365 4.165 4.622 -0.02 0.01 -0.01
H 1.657 3.420 5.977 0.00 -0.01 0.01
H 0.568 -0.632 5.826 0.00 0.03 -0.05
H 0.284 -2.824 6.172 0.00 0.02 0.00
H -0.176 -5.157 5.499 0.00 -0.01 0.00
H -0.760 -5.624 3.123 0.00 0.00 -0.02
H -0.858 -3.779 1.480 0.00 -0.02 0.00
C 2.272 -4.608 0.404 0.04 0.00 -0.02
C 2.792 -3.902 1.597 0.05 -0.07 0.10
N 3.249 -4.454 2.679 -0.01 0.00 -0.09
N 3.605 -3.392 3.464 -0.05 0.04 0.02
C 3.365 -2.190 2.906 -0.02 0.11 0.06
S 3.667 -0.647 3.467 -0.04 -0.19 -0.07
N 2.828 -2.539 1.699 0.01 0.02 0.00
N 2.468 -1.658 0.679 -0.14 -0.03 -0.09
H 2.683 -5.614 0.375 -0.02 -0.01 0.02
H 2.548 -4.063 -0.498 0.01 0.00 0.00
H 1.184 -4.669 0.445 -0.03 0.02 0.00
H 3.947 -3.531 4.396 0.02 -0.01 -0.01
H 1.446 -1.598 0.680 0.02 0.12 0.08
H 2.821 -0.743 0.966 0.10 -0.04 -0.03
C -2.909 2.938 -5.231 0.00 0.00 -0.02
C -3.205 3.323 -3.782 0.00 -0.02 0.02
C -4.674 2.986 -3.491 -0.02 -0.01 -0.01
C -3.004 4.838 -3.637 -0.01 0.01 0.00
C -2.296 2.594 -2.794 0.00 0.04 0.06
C -2.481 2.764 -1.427 0.01 -0.01 -0.08
C -1.642 2.139 -0.530 -0.01 0.00 -0.13
Br -1.984 2.387 1.326 -0.01 -0.06 0.11
C -0.555 1.320 -0.901 0.03 -0.05 0.09
O 0.229 0.774 -0.022 0.03 -0.06 -0.19
C -0.390 1.121 -2.301 -0.02 0.04 -0.04
C -1.249 1.764 -3.187 0.01 -0.03 -0.01
C 0.713 0.189 -2.808 -0.03 0.02 0.02
C 0.713 0.081 -4.333 0.04 -0.05 -0.07
C 2.097 0.717 -2.395 -0.05 -0.01 -0.01
C 0.482 -1.227 -2.252 0.00 0.01 -0.03
H -3.597 3.464 -5.897 0.00 0.01 0.00
H -3.035 1.866 -5.395 -0.01 -0.01 0.01
H -1.893 3.208 -5.521 0.01 0.01 0.00
H -5.330 3.474 -4.217 0.00 0.01 0.00
H -4.972 3.320 -2.496 0.01 -0.01 0.01
H -4.840 1.909 -3.544 0.01 -0.01 -0.01
H -3.654 5.382 -4.329 -0.01 0.01 -0.01
H -1.968 5.110 -3.850 0.01 0.00 0.00
H -3.232 5.169 -2.623 0.00 0.00 0.00
H -3.280 3.386 -1.045 -0.01 0.01 0.01
H -1.093 1.603 -4.244 -0.02 0.02 0.04
H 0.908 1.044 -4.811 0.01 0.00 0.00
H -0.233 -0.310 -4.716 0.00 -0.01 0.00
H 1.505 -0.607 -4.639 0.01 -0.01 0.00
H 2.297 1.669 -2.893 -0.01 0.00 0.02
H 2.874 0.007 -2.691 0.00 -0.01 -0.01
H 2.158 0.872 -1.323 -0.01 0.00 0.10
H -0.411 -1.665 -2.705 -0.01 0.02 0.00
H 0.342 -1.213 -1.174 0.01 0.02 0.00
H 1.336 -1.867 -2.490 0.01 -0.02 0.01
```
Forces are in eV/Å.

## Properties
charge = -1
HOMO-LUMO gap (alpha / beta) = 7.00 / 7.22 eV
energy relative to the best compared isomer or geometry (same formula, charge and spin) = 0.0 kcal per mole
highest occupied orbital energy (alpha / beta) = -4.47 / -4.69 eV
LUMO level (alpha / beta) = 2.53 / 2.53 eV
spin multiplicity = 6


[4]
Below is C25H33CaN2P as an isolated structure at a distorted geometry, with properties calculated with ωB97M-V/def2-TZVPD.

The geometry in XYZ format:
```
62
Properties=species:S:1:pos:R:3:forces:R:3
C 1.015 2.501 -3.276 0.09 -0.04 0.09
C -0.254 1.991 -3.009 -0.40 -0.38 0.18
C -0.429 0.944 -2.077 0.43 1.13 -0.77
C 0.688 0.412 -1.444 -0.24 -0.96 1.01
C 1.959 0.892 -1.748 0.05 1.06 -0.73
C 2.137 1.964 -2.642 -0.12 -0.50 0.11
C -1.833 0.497 -1.738 -0.34 -0.13 0.14
C -2.047 -1.008 -1.446 -0.53 0.34 -0.42
N -2.181 -1.830 -2.619 -0.57 0.09 -0.18
Ca 0.152 -0.661 0.733 -0.16 0.80 -0.26
C 3.153 0.223 -1.108 -0.13 -0.23 0.48
P 2.570 -1.467 -0.619 0.50 0.53 -0.33
H -1.136 2.396 -3.523 0.40 -0.05 0.14
H 3.143 2.333 -2.858 -0.31 0.01 -0.01
H 1.135 3.312 -3.989 -0.04 -0.08 0.09
H 3.507 0.739 -0.201 -0.05 0.03 -0.24
H 4.005 0.123 -1.797 -0.13 0.06 0.18
H -2.193 1.049 -0.847 0.28 -0.18 -0.28
H -2.508 0.780 -2.564 0.12 -0.25 0.29
H -1.260 -1.440 -0.777 -0.13 -0.01 -0.19
C 4.085 -2.119 0.148 0.31 -0.18 0.03
C 2.732 -2.238 -2.269 -0.28 -0.45 -0.14
H -3.005 -1.110 -0.906 0.41 0.05 0.00
C -1.109 -1.868 -3.584 0.12 -0.15 -0.02
C -2.761 -3.126 -2.342 0.10 0.14 0.08
H 0.842 -2.677 2.228 -0.34 -0.36 -0.41
H -1.447 -2.505 -4.414 0.18 0.25 0.09
H -0.880 -0.867 -3.969 -0.02 -0.25 0.15
H -0.178 -2.313 -3.181 -0.10 0.12 -0.03
H -2.984 -3.630 -3.289 -0.01 0.02 0.22
H -2.087 -3.778 -1.752 -0.07 -0.02 -0.05
H -3.693 -2.991 -1.776 0.20 -0.14 -0.15
H 3.777 -2.174 -2.606 -0.27 -0.05 0.13
H 2.432 -3.289 -2.187 0.14 0.09 -0.21
H 2.090 -1.751 -3.009 0.07 -0.01 0.26
H 4.949 -1.949 -0.513 -0.12 -0.15 0.35
H 4.240 -1.624 1.115 0.10 -0.16 -0.18
H 3.938 -3.194 0.317 0.25 0.17 0.04
H 0.555 -3.064 1.634 0.26 0.29 0.54
C 0.173 4.894 2.619 0.06 0.07 0.12
C 0.560 4.325 1.395 -0.66 -0.02 0.21
C -0.021 3.134 0.965 0.00 0.02 0.42
C -0.880 2.425 1.847 0.33 -0.42 0.50
C -1.371 3.074 3.005 0.33 -0.02 -0.14
C -0.818 4.285 3.402 0.13 0.19 -0.40
N -1.139 1.082 1.623 -0.50 -0.78 0.02
C -1.391 0.197 2.702 0.23 0.89 -0.95
C -0.455 0.090 3.767 -0.28 -0.45 0.08
C -0.544 -0.978 4.659 -0.28 0.18 -0.19
C -1.582 -1.913 4.533 -0.09 -0.21 0.05
C -2.502 -1.823 3.478 0.23 -0.19 0.38
C -2.407 -0.785 2.553 0.40 0.26 0.11
H 0.627 5.830 2.948 -0.12 -0.25 -0.07
H 1.306 4.825 0.777 -0.24 -0.10 0.08
H 0.210 2.704 -0.013 0.14 0.00 0.35
H -2.141 2.584 3.606 0.33 0.10 -0.15
H -1.164 4.751 4.326 0.14 -0.05 -0.27
H 0.326 0.851 3.862 -0.28 -0.26 -0.05
H 0.195 -1.076 5.457 -0.27 0.01 -0.16
H -1.674 -2.713 5.275 0.05 0.25 -0.37
H -3.299 -2.571 3.384 0.35 0.34 0.07
H -3.127 -0.674 1.732 0.36 -0.03 0.35
```
Forces are in eV/Å.

## Properties
HOMO-LUMO gap = 6.54 eV
highest occupied orbital energy = -6.56 eV
LUMO level = -0.02 eV